No. 1
This record from the OMol25 dataset describes a cluster of 2 separate species, C6H17NO in total at a distorted geometry. The level of theory is wB97M-V/def2-TZVPD.

Structure (XYZ):
```
25
Properties=species:S:1:pos:R:3
C -1.151 0.594 -0.651
N -0.211 1.260 0.301
C 1.145 1.050 -0.127
C 2.133 1.008 1.098
C 2.650 -0.408 1.495
C -2.500 0.556 -0.035
C -3.058 -0.832 0.316
H -1.187 1.410 -1.455
H -0.848 -0.346 -0.945
H -0.403 0.958 1.265
H 1.340 1.886 -0.745
H 1.572 0.177 -0.784
H 1.701 1.416 2.021
H 3.036 1.636 0.781
H 1.838 -0.980 1.866
H 3.017 -0.933 0.630
H 3.423 -0.325 2.286
H -3.225 1.101 -0.505
H -2.477 1.043 0.959
H -2.774 -1.465 -0.531
H -4.150 -0.893 0.574
H -2.701 -1.391 1.158
H 0.948 -1.643 -1.727
H 0.220 -2.757 -1.585
O 0.853 -2.441 -2.243
```

Values from the calculation:
multiplicity = 2
molar mass = 119.21 g/mol
total charge = -1
LUMO energy (alpha / beta) = 3.97 / 3.79 eV
energy = -368.6824 hartree
energy relative to the best compared isomer or geometry (same formula, charge and spin) = 172.1 kJ/mol

Results of the natural (NBO) charge analysis, in e, for atoms 1 through 8: number 1, C, carries -0.2834; number 2, N, carries -0.6331; number 3, C, carries -0.2542; number 4, C, carries -0.4036; number 5, C, carries -0.7288; number 6, C, carries -0.4310; number 7, C, carries -0.8071; number 8, H, carries 0.1695


No. 2
This record from the OMol25 dataset describes a cluster of 2 separate species, C7H17NO2 in total at a distorted geometry. The level of theory is wB97M-V/def2-TZVPD.

Structure (XYZ):
```
27
Properties=species:S:1:pos:R:3
C -0.120 2.465 -0.486
C 0.734 1.248 -0.242
C 1.457 0.725 -1.458
C 1.002 0.781 1.004
C 2.082 -0.205 1.343
O 0.374 1.272 2.132
H -0.372 2.572 -1.546
H 0.409 3.373 -0.178
H -1.071 2.407 0.051
H 0.926 0.985 -2.380
H 2.461 1.157 -1.523
H 1.547 -0.364 -1.435
H 3.018 0.318 1.565
H 1.804 -0.775 2.236
H 2.262 -0.930 0.545
H -0.346 1.865 1.870
C -1.096 -2.216 1.285
C -1.197 -1.991 -0.210
O -1.798 -0.655 -0.452
N -1.970 -0.389 -1.865
H -1.709 -1.509 1.851
H -0.056 -2.114 1.609
H -1.388 -3.238 1.546
H -0.214 -2.056 -0.686
H -1.863 -2.737 -0.655
H -1.928 0.631 -1.867
H -2.947 -0.617 -2.053
```

Values from the calculation:
molar mass = 147.22 g/mol
LUMO energy = 0.87 eV
energy = -482.0521 hartree
SMILES = CC(C)=C(C)O.CCON
energy relative to the best compared isomer or geometry (same formula, charge and spin) = 331.5 kJ/mol

Results of the natural (NBO) charge analysis, in e, for atoms 1 through 8: number 1, C, carries -0.6478; number 2, C, carries -0.1106; number 3, C, carries -0.6267; number 4, C, carries 0.3239; number 5, C, carries -0.6665; number 6, O, carries -0.6941; number 7, H, carries 0.2136; number 8, H, carries 0.2196